{"formula": "C5H12BeFO2", "method": "ωB97M-V/def2-TZVPD", "homo_energy_ha": -0.4944, "multiplicity": 1, "orbital_gap_ev": 8.905, "total_charge": 1, "symbols": ["F", "C", "O", "C", "C", "H", "H", "H", "H", "H", "H", "H", "C", "O", "C", "H", "H", "H", "H", "H", "Be"], "positions_angstrom": [[3.04074, 0.83529, -0.13788], [-0.39434, 0.16585, 1.21760], [0.59715, 0.02290, 0.18800], [1.61919, -0.97030, 0.37679], [2.78401, -0.53085, -0.46335], [-0.25966, 2.03308, 0.47999], [-0.23046, -0.54695, 2.03846], [-0.08543, 1.06518, 1.76055], [1.22769, -1.93354, 0.02583], [1.90646, -1.05114, 1.43316], [2.56221, -0.54615, -1.53588], [3.68756, -1.10066, -0.22643], [-2.59933, 0.86411, -1.20059], [-1.56609, -0.09878, -1.11120], [-1.37692, -0.69215, 0.12136], [-3.44940, 0.38302, -1.69703], [-2.91919, 1.20797, -0.20409], [-2.27543, 1.73936, -1.78417], [-1.07992, -1.73791, -0.02588], [-2.33093, -0.76204, 0.67134], [1.14207, 1.65372, 0.07342]]}


{"formula": "C5H12BrN2", "method": "ωB97M-V/def2-TZVPD", "e_above_lowest_kj_mol": 167.92, "homo_energy_ha": -0.5202, "multiplicity": 1, "orbital_gap_ev": 10.793, "total_charge": 1, "symbols": ["C", "C", "C", "C", "C", "N", "N", "Br", "H", "H", "H", "H", "H", "H", "H", "H", "H", "H", "H", "H"], "positions_angstrom": [[0.64722, 0.18369, 0.33150], [1.48042, -1.08512, 0.44295], [-0.68389, -1.09287, -1.22762], [-1.42994, 1.14151, -0.57272], [0.75452, 2.53687, 1.16199], [-0.45656, 0.09128, -0.34350], [1.10988, 1.14177, 1.05501], [1.25939, 3.40233, -0.59445], [2.18133, -0.77183, 1.22354], [2.08953, -1.15342, -0.47269], [0.87678, -1.79740, 0.83054], [0.01012, -1.09905, -2.13839], [-0.41684, -1.97546, -0.60179], [-1.72057, -1.32992, -1.37215], [-1.00668, 2.05866, -0.21924], [-1.92113, 1.29596, -1.61331], [-2.34607, 0.85356, -0.08440], [-0.26534, 2.72732, 1.54387], [1.47343, 2.90813, 1.82070], [1.99136, 0.81347, 1.51968]]}


{"formula": "C5H12BrN2", "method": "ωB97M-V/def2-TZVPD", "e_above_lowest_kj_mol": 293.46, "homo_energy_ha": -0.4962, "multiplicity": 1, "orbital_gap_ev": 9.897, "total_charge": 1, "symbols": ["C", "C", "C", "C", "C", "N", "N", "Br", "H", "H", "H", "H", "H", "H", "H", "H", "H", "H", "H", "H"], "positions_angstrom": [[0.28710, 0.42849, -1.17266], [-0.70233, 1.52517, 0.78240], [0.04946, -0.59703, -0.05315], [1.13487, -0.71810, 1.03768], [-0.18669, -2.00223, -0.70914], [-1.02852, -0.08697, 0.72688], [0.13249, 1.72828, -0.44870], [-2.78779, -0.17869, -0.11747], [1.39468, 0.30272, -1.43444], [-0.54081, 0.39827, -1.90346], [-1.65988, 2.05174, 0.72268], [-0.23294, 1.74423, 1.72895], [0.69398, -1.11594, 1.91931], [1.49192, 0.16605, 1.31717], [1.91629, -1.42239, 0.90747], [0.78435, -2.45747, -0.85257], [-0.75493, -1.82384, -1.56421], [-0.71745, -2.52097, 0.06172], [1.03294, 2.11325, 0.01208], [-0.30676, 2.46542, -0.96052]]}


{"formula": "C5H12Cl6N2O4", "method": "ωB97M-V/def2-TZVPD", "e_above_lowest_kj_mol": 39.16, "homo_energy_ha": -0.4038, "multiplicity": 1, "orbital_gap_ev": 10.726, "total_charge": 0, "symbols": ["C", "N", "O", "O", "H", "H", "H", "C", "N", "O", "O", "H", "H", "H", "C", "Cl", "Cl", "H", "H", "C", "Cl", "Cl", "H", "H", "C", "Cl", "Cl", "H", "H"], "positions_angstrom": [[0.01897, -4.37261, -1.33772], [-0.18150, -5.48558, -0.34675], [0.63659, -5.52072, 0.56156], [-1.08113, -6.23551, -0.55429], [-1.02799, -4.20994, -1.59371], [0.72074, -4.67348, -2.11559], [0.47643, -3.56280, -0.76936], [0.71426, 6.43333, 7.38565], [0.21976, 5.50954, 6.39232], [1.06942, 5.15446, 5.51654], [-0.97576, 5.24013, 6.37470], [0.09887, 7.33278, 7.36644], [1.73450, 6.69791, 7.10779], [0.60410, 5.97964, 8.37061], [-6.63378, -0.89770, 0.94969], [-6.52105, -1.22330, -0.83021], [-6.26346, -2.41766, 1.81920], [-5.79881, -0.23199, 1.16824], [-7.61920, -0.56860, 1.27946], [4.52553, -2.91497, -8.12550], [4.14385, -4.39353, -7.20169], [6.20106, -2.86512, -8.75020], [3.87505, -2.76117, -8.98653], [4.40918, -2.09770, -7.41372], [1.34859, 2.50817, -1.15989], [2.55463, 1.67799, -2.13436], [-0.34332, 2.02663, -1.54694], [1.64533, 2.28622, -0.13481], [1.44915, 3.58558, -1.29093]]}


{"formula": "C5H12ClOP", "method": "ωB97M-V/def2-TZVPD", "e_above_lowest_kj_mol": 333.82, "homo_energy_ha": -0.3221, "multiplicity": 1, "orbital_gap_ev": 9.370, "total_charge": 0, "symbols": ["C", "C", "C", "C", "C", "O", "P", "Cl", "H", "H", "H", "H", "H", "H", "H", "H", "H", "H", "H", "H"], "positions_angstrom": [[-0.71894, -1.72378, -0.41425], [-1.90819, 0.54312, -0.91577], [1.31682, 0.14131, 2.06163], [1.68444, 0.59054, -0.98570], [-1.06369, -0.26221, 0.02767], [-0.20643, 2.50071, 0.73162], [0.46946, 0.73247, 0.51123], [2.32271, -0.97809, -1.05418], [-1.30706, -1.91670, -1.27229], [0.27919, -1.89310, -0.98330], [-0.91514, -2.52714, 0.22824], [-1.73166, 0.41061, -1.93507], [-1.76005, 1.52807, -0.60680], [-2.97128, 0.46650, -0.86706], [1.31307, -0.90281, 2.18751], [2.34353, 0.55171, 2.15157], [0.92453, 0.76701, 2.87696], [1.09024, 0.78580, -1.87083], [2.36667, 1.43892, -0.93554], [-1.52820, -0.25293, 1.06433]]}


{"formula": "C5H12F3N2O2PS", "method": "ωB97M-V/def2-TZVPD", "e_above_lowest_kj_mol": 0.00, "homo_energy_ha": -0.3487, "multiplicity": 1, "orbital_gap_ev": 10.115, "total_charge": 0, "symbols": ["C", "C", "C", "C", "C", "N", "N", "O", "O", "F", "F", "F", "P", "S", "H", "H", "H", "H", "H", "H", "H", "H", "H", "H", "H", "H"], "positions_angstrom": [[1.22392, -1.91983, -0.42224], [-0.34645, -1.03815, 1.99928], [2.55566, 1.59876, -1.05559], [-2.21128, -0.17405, -1.30658], [-3.25154, 0.54635, -0.36340], [1.92073, 0.15929, 1.13837], [0.03872, 0.96359, -0.22015], [1.45852, 2.72593, 1.05921], [-1.47043, -1.22119, -0.60497], [-2.83142, 0.65620, 0.84236], [-4.33557, -0.26799, -0.21147], [-3.59717, 1.69692, -0.81128], [-0.08072, -0.69462, 0.16804], [1.46968, 1.41872, 0.43877], [0.75276, -2.50995, -1.14219], [1.96500, -1.30005, -0.77910], [1.52014, -2.32143, 0.50191], [-0.72634, -0.03680, 2.46986], [-0.98561, -1.83665, 1.98090], [0.64921, -1.36183, 2.28402], [3.51848, 2.02373, -0.85204], [2.56250, 0.54695, -1.44927], [1.91372, 2.06779, -1.74954], [-2.72211, -0.54592, -2.21177], [-1.46926, 0.53973, -1.66113], [2.47885, 0.28445, 1.95800]]}


{"formula": "C5H12FIN2", "method": "ωB97M-V/def2-TZVPD", "e_above_lowest_kj_mol": 103.69, "homo_energy_ha": [-0.2718, -0.2718], "multiplicity": 1, "orbital_gap_ev": [8.068, 8.067], "total_charge": 0, "symbols": ["C", "C", "C", "C", "C", "N", "N", "F", "I", "H", "H", "H", "H", "H", "H", "H", "H", "H", "H", "H", "H"], "positions_angstrom": [[-3.11838, 0.70091, -0.99900], [-2.08364, -0.34128, -0.58743], [-0.72699, 0.04502, -0.16982], [-0.05097, -0.78135, 0.95181], [1.47506, -0.93659, 0.86508], [2.31302, 1.30955, 0.93705], [2.33826, 0.00319, 0.78288], [2.04378, -2.13948, 0.97264], [5.08064, -0.19512, -1.08667], [-4.00754, 0.23083, -1.41405], [-2.67801, 1.33133, -1.85682], [-3.58706, 1.29906, -0.19095], [-2.01495, -1.06950, -1.43313], [-2.56690, -0.88027, 0.21851], [-0.07893, 0.12313, -0.98716], [-0.98891, 1.03394, 0.25633], [-0.30054, -0.43426, 1.92782], [-0.31942, -1.89325, 1.05700], [1.36212, 1.60282, 1.21622], [4.60699, 1.28477, -1.08052], [3.30237, -0.29348, 0.62021]]}


{"formula": "C5H12INO6P", "method": "ωB97M-V/def2-TZVPD", "e_above_lowest_kj_mol": 0.00, "homo_energy_ha": -0.1295, "multiplicity": 1, "orbital_gap_ev": 6.052, "total_charge": -1, "symbols": ["N", "C", "C", "O", "C", "C", "C", "O", "O", "P", "O", "O", "O", "H", "H", "H", "H", "H", "H", "H", "H", "H", "H", "H", "H", "I"], "positions_angstrom": [[-3.50047, -0.25153, 0.27093], [-2.88223, 0.25262, -0.96701], [-1.52468, 0.88696, -0.66011], [-0.64335, -0.14714, -0.27493], [0.74057, 0.13021, -0.52351], [1.51296, -1.18190, -0.53533], [1.31099, -1.98287, 0.73675], [0.24571, -2.32780, 1.20660], [2.46805, -2.36631, 1.35797], [1.49206, 1.30967, 0.66812], [2.90273, 1.53463, 0.39619], [1.38516, 0.67192, 2.15799], [0.71772, 2.73065, 0.70007], [-2.96938, -1.08242, 0.51294], [-3.31848, 0.40144, 1.02476], [-3.51159, 1.01962, -1.42093], [-2.72479, -0.59823, -1.62543], [-1.67081, 1.54123, 0.21731], [-1.14166, 1.51453, -1.47632], [0.83303, 0.52152, -1.54369], [1.11386, -1.77889, -1.35210], [2.61971, -0.99876, -0.73239], [2.34285, -2.24296, 2.30468], [0.48160, 0.31888, 2.22637], [0.05006, 2.80489, 0.01072], [3.67037, -0.67998, -2.67964]]}


Electronic energy readings, ordered: -12581.59408; -78394.64415; -78393.34308; -91677.88984; -29235.70467; -40729.69139; -19174.62661; -36548.36460 eV
Max |F| readings, ordered: 0.1042; 0.0974; 0.0866; 0.0667; 0.1418; 0.0792; 0.0660; 0.0430 Eh/bohr